Below is a structure of composition C9H21INOP2Ti in a non-equilibrium geometry, with properties calculated with ωB97M-V/def2-TZVPD.

Output
Energy above the lowest of the compared OMol25 structures with the same formula, charge and spin (kJ/mol): 103.3
Total charge: +3
Orbital gap (alpha / beta) (eV): 4.6 / 3.0

Geometry as XYZ:
```
36
Properties=species:S:1:pos:R:3:forces:R:3:nbo_charge:R:1
C 0.694897 0.033900 -2.774805 -1.39 0.42 2.13 -0.7796
I 2.794576 0.029425 -2.823018 -0.01 0.04 0.33 0.4155
H 0.288486 0.339793 -3.731642 -0.08 0.20 0.00 0.2858
H 0.263245 0.715270 -1.899968 0.95 -0.85 -1.82 0.1658
H 0.319955 -0.957318 -2.500430 0.29 0.10 -0.56 0.2089
Ti -0.080531 -0.015768 0.889652 3.42 0.36 -1.24 1.3888
P 0.042214 2.363120 0.247326 0.13 3.68 -0.30 0.8324
C -1.380364 3.209547 1.066055 -0.20 -0.90 0.34 -0.9047
C 1.527512 2.984431 1.148662 0.10 -1.02 0.60 -0.9158
H 1.740125 4.049523 0.921484 -0.33 -0.61 -0.06 0.3244
H 0.373763 4.402583 -1.137125 -0.08 -0.63 0.40 0.3095
H 2.376585 2.352204 0.861272 0.17 0.40 0.03 0.2594
H 1.143040 2.941956 -1.863903 -0.12 0.18 0.19 0.2703
H -1.227920 3.202581 2.157943 -0.09 0.10 -0.35 0.2748
H 1.369799 2.863879 2.228689 0.16 0.18 -0.13 0.2655
C 0.262501 3.317457 -1.324618 -0.47 -1.01 -0.94 -0.8887
H -1.495467 4.243012 0.706870 0.19 -0.35 0.01 0.3150
H -0.612666 3.161060 -1.978576 0.29 0.13 0.22 0.2779
H -2.285176 2.628400 0.840844 0.00 0.53 0.05 0.2514
P 0.023212 -2.338768 0.121985 0.69 -2.78 0.17 0.8765
C -1.457142 -3.223933 0.727304 -0.69 0.16 -0.57 -0.9341
C 0.550885 -3.279429 -1.381545 -0.52 0.74 -0.66 -0.8980
H 2.256937 -2.319893 1.036570 0.23 -0.37 0.17 0.2604
H 1.499335 -3.950909 1.259847 -0.17 0.25 0.00 0.3242
H 1.031261 -2.550241 2.314525 0.26 -0.34 0.22 0.2526
C 1.350124 -2.864137 1.316774 -0.35 1.50 -0.16 -0.9047
H 1.491977 -2.912340 -1.823347 -0.26 -0.08 0.41 0.2869
H 0.661904 -4.329679 -1.052648 -0.11 0.49 -0.06 0.3032
H -1.325092 -4.287636 0.431561 -0.17 0.59 0.21 0.3098
H -2.308300 -2.787141 0.167931 0.14 -0.59 0.26 0.2659
H -0.233749 -3.197880 -2.157011 0.30 -0.25 0.34 0.2842
H -1.676057 -3.155706 1.807528 0.39 0.05 -0.45 0.2864
C -1.983731 0.018762 0.536553 -8.29 0.69 -3.34 0.2927
O -3.166688 0.083838 0.243210 6.88 -0.42 1.70 -0.2376
N -1.326521 -0.446414 3.303197 -0.79 0.54 -4.29 0.1310
C -1.502943 -0.323536 2.112855 -0.48 -1.10 7.12 -0.2561
```
Positions in Å, forces in eV/Å.